Entry from the Open Molecules 2025 dataset: a cluster of 2 separate species, C2H3Cl2N in total at a distorted geometry (ωB97M-V with the def2-TZVPD basis set).

M: 111.96 g/mol
HOMO-LUMO gap (alpha / beta): 8.2639 / 8.0753 eV
relative energy (zero: lowest compared OMol25 entry of this formula, charge and spin): 340.96 kJ/mol
total charge: 0
HOMO energy (alpha / beta): -8.20 / -8.12 eV
spin multiplicity: 1
LUMO (alpha / beta): 0.07 / -0.04 eV

Geometry as XYZ:
```
8
C2H3Cl2N, DFT ωB97M-V with the def2-TZVPD basis set
Cl -2.790 -1.327 -0.066
Cl -2.634 1.568 -0.115
N 0.933 0.633 -0.031
C -1.917 0.042 0.365
C 0.204 0.085 -0.817
H 2.010 0.599 -0.173
H -1.786 0.126 1.405
H 0.288 -0.226 -1.773
```


Entry from the Open Molecules 2025 dataset: the molecule C2H3Cl2N at a distorted geometry (ωB97M-V with the def2-TZVPD basis set).

M: 111.96 g/mol
HOMO-LUMO gap: 10.5348 eV
SMILES: Cl[C@@H]1CN1Cl
relative energy (zero: lowest compared OMol25 entry of this formula, charge and spin): 193.32 kJ/mol
total charge: 0
HOMO energy: -9.75 eV
spin multiplicity: 1
LUMO: 0.78 eV

Geometry as XYZ:
```
8
C2H3Cl2N, DFT ωB97M-V with the def2-TZVPD basis set
Cl -2.233 -1.558 -0.044
Cl 1.945 -1.818 0.093
N 0.452 -1.366 -0.651
C -0.609 -1.060 0.359
C 0.213 0.062 -0.498
H 0.753 0.766 0.174
H -0.262 0.652 -1.288
H -0.253 -0.953 1.398
```


Entry from the Open Molecules 2025 dataset: a structure of composition C2H3Cl2NO at a distorted geometry (ωB97M-V with the def2-TZVPD basis set).

M: 127.96 g/mol
HOMO-LUMO gap (alpha / beta): 9.0728 / 9.0723 eV
relative energy (zero: lowest compared OMol25 entry of this formula, charge and spin): 178.33 kJ/mol
total charge: 0
HOMO energy (alpha / beta): -10.31 / -10.31 eV
spin multiplicity: 1
LUMO (alpha / beta): -1.24 / -1.24 eV

Geometry as XYZ:
```
9
C2H3Cl2NO, DFT ωB97M-V with the def2-TZVPD basis set
Cl -1.423 0.181 1.863
Cl 2.240 1.503 0.704
O 0.665 0.420 -1.433
N -0.604 -1.489 -0.075
C -0.633 -0.345 0.408
C 0.296 0.746 -0.202
H -0.124 1.744 -0.133
H 0.732 -0.550 -1.509
H -1.150 -2.210 0.378
```